# 1
Molecular formula: C48H71AsBN9S3Sc
Method: DFT, ωB97M-V/def2-TZVPD

The geometry in XYZ format:
```
134
Properties=species:S:1:pos:R:3:forces:R:3
Sc -0.336628 0.035339 -1.039810 0.779 0.095 -0.425
C -6.291948 0.366034 -0.466831 -0.039 -0.027 -0.013
C -5.524568 -0.900043 -0.686705 -0.182 0.056 0.173
C -5.990012 -2.230028 -0.617399 -0.005 0.073 -0.057
C -4.894398 -3.004449 -0.916303 0.087 0.044 0.098
C -4.790310 -4.493883 -0.975683 -0.037 0.032 0.009
N -3.847764 -2.161166 -1.123573 0.043 -0.034 -0.058
N -4.239346 -0.862971 -0.975993 0.076 -0.173 -0.148
B -2.455928 -2.497433 -1.667428 -0.070 -0.073 0.028
N -1.376114 -2.396629 -0.522590 0.344 0.221 -0.079
N -1.443983 -1.282273 0.305923 -0.362 -0.088 0.246
C -1.366316 -1.719406 1.564261 0.008 0.079 -0.113
C -1.582299 -0.863462 2.763284 -0.033 -0.025 0.028
C -1.155479 -3.104593 1.569488 0.016 -0.084 0.031
C -1.154570 -3.494235 0.255478 -0.057 -0.081 0.010
C -0.944304 -4.860697 -0.302739 0.042 0.016 0.022
N -2.152796 -1.571407 -2.874364 -0.108 0.021 0.029
N -1.971326 -0.209109 -2.746387 -0.182 -0.246 -0.133
C -2.376408 0.320147 -3.907755 0.049 0.047 0.088
C -2.432596 1.778243 -4.228779 -0.039 0.036 -0.033
C -2.800168 -0.682023 -4.783258 0.073 -0.003 -0.052
C -2.652291 -1.864333 -4.097430 -0.007 0.017 0.084
C -3.025644 -3.241012 -4.534942 0.000 0.033 -0.047
H -7.320050 0.262492 -0.813073 0.005 -0.008 0.010
H -5.834762 1.189838 -1.016076 0.022 -0.007 -0.019
H -6.330683 0.635708 0.591266 -0.008 -0.019 0.032
H -6.984870 -2.574243 -0.389227 -0.014 0.000 -0.021
H -5.772900 -4.931632 -0.809008 -0.002 0.017 -0.014
H -4.125058 -4.879048 -0.202223 0.037 0.010 0.029
H -4.420786 -4.848082 -1.938112 0.020 0.015 -0.030
H -2.425790 -3.626616 -2.054530 0.013 0.029 0.023
H -1.480999 0.191791 2.533145 0.028 -0.015 -0.021
H -0.883682 -1.126738 3.555655 -0.005 -0.021 0.003
H -2.595946 -1.053429 3.126780 0.004 0.016 0.016
H -0.995571 -3.729661 2.432605 0.013 0.006 0.001
H -0.266282 -5.407555 0.352381 -0.005 0.001 0.001
H -0.511089 -4.819544 -1.299978 0.002 0.015 -0.005
H -1.877374 -5.419721 -0.365576 -0.038 0.011 -0.014
H -2.824031 2.347389 -3.391386 -0.064 0.097 0.105
H -3.110824 1.921713 -5.068259 -0.021 0.012 0.023
H -1.472107 2.199789 -4.529281 -0.045 -0.013 -0.003
H -3.183360 -0.550711 -5.781140 0.002 0.005 -0.002
H -3.138139 -3.255946 -5.617493 -0.016 0.004 0.005
H -3.975248 -3.542964 -4.090550 -0.008 0.003 0.025
H -2.276495 -3.976465 -4.249679 0.017 0.001 -0.011
N 0.798862 -0.977585 -2.872736 -0.292 0.123 0.107
C 1.647524 -0.172244 -3.785935 0.016 -0.079 0.047
C 0.952760 1.081148 -4.292455 -0.022 -0.051 -0.026
C 0.871473 2.235767 -3.301181 0.026 0.007 0.148
N -0.070872 2.031537 -2.169049 -0.120 0.001 0.111
H 1.349615 -1.756403 -2.522170 0.004 0.078 0.042
H 0.036018 -1.390191 -3.408043 0.069 -0.023 -0.023
H 1.944150 -0.788901 -4.637578 -0.011 0.017 -0.028
H 2.552897 0.095040 -3.247586 0.004 0.020 -0.002
H -0.031660 0.807470 -4.677381 0.056 0.017 -0.010
H 1.517998 1.447645 -5.152277 0.036 -0.011 0.012
H 0.602240 3.155930 -3.825575 -0.014 -0.025 -0.041
H 1.854597 2.398759 -2.859623 0.025 0.014 -0.025
H -1.019500 2.244665 -2.471926 0.039 0.028 0.017
H 0.124129 2.749286 -1.470268 0.033 -0.049 -0.017
C -1.275820 4.762575 1.674831 -0.058 0.017 0.073
C -1.100326 3.264391 1.957507 -0.033 0.008 0.112
S -1.611776 2.075011 0.713950 -0.047 -0.129 -0.418
C -3.403046 1.990482 0.868470 -0.061 -0.060 0.072
C -4.155284 3.247090 0.444019 -0.046 0.004 0.101
S -3.840073 3.662677 -1.281946 0.105 -0.149 -0.142
C -3.690667 5.455412 -1.274527 0.011 0.085 -0.071
C -2.707120 6.123608 -0.307235 -0.072 0.019 -0.024
S -1.088361 5.344938 -0.034453 0.015 -0.080 -0.025
H -0.546532 5.295092 2.286148 0.002 0.000 0.018
H -2.256372 5.086317 2.016325 0.011 0.025 -0.003
H -1.642225 3.010554 2.872251 0.056 0.026 0.048
H -0.056660 3.038668 2.156154 -0.016 0.010 -0.058
H -3.641879 1.753507 1.908111 -0.025 -0.028 0.008
H -3.695370 1.125709 0.261235 0.089 0.043 -0.004
H -3.880176 4.092281 1.072724 -0.002 0.009 -0.018
H -5.223183 3.070399 0.581220 0.011 0.004 0.045
H -4.674841 5.901276 -1.119558 0.015 0.042 0.002
H -3.410371 5.679331 -2.305257 0.020 -0.014 0.003
H -3.169380 6.261090 0.669161 0.024 -0.020 0.015
H -2.507951 7.127153 -0.683733 -0.016 0.013 -0.004
C 3.345473 -6.209840 3.063578 0.008 0.025 -0.013
C 2.947222 -4.811193 2.675366 -0.007 -0.041 0.017
C 2.733443 -4.456382 1.352553 -0.047 0.016 -0.042
C 2.363131 -3.167401 0.975072 0.013 -0.114 0.065
C 2.130001 -2.936388 -0.492907 -0.003 0.058 -0.028
C 2.222789 -2.174343 1.952603 -0.081 -0.016 -0.074
As 1.601991 -0.307678 1.733669 -0.155 -0.105 -0.188
N 1.535040 0.144223 -0.137005 -0.305 0.598 0.340
C 2.349015 1.289738 -0.423140 0.119 -0.540 -0.017
C 3.499982 1.176223 -1.203934 0.093 -0.032 -0.022
C 4.297552 2.275655 -1.491930 -0.088 0.020 0.013
C 3.964261 3.531897 -1.003141 -0.040 -0.068 0.031
C 2.835403 3.663048 -0.202889 0.013 -0.029 -0.045
C 2.051625 2.555231 0.086188 -0.022 0.099 -0.046
C 3.224319 0.609194 2.318508 -0.035 0.120 0.012
C 3.071554 1.665413 3.227352 0.075 0.025 0.010
C 1.760757 2.063526 3.867913 0.034 -0.034 0.018
C 4.194386 2.387343 3.630634 -0.021 -0.013 -0.017
C 5.461708 2.091209 3.161060 0.018 0.023 -0.017
C 6.660763 2.896758 3.581498 -0.009 -0.025 -0.007
C 5.595667 1.022469 2.280214 0.038 -0.006 0.014
C 4.508826 0.270552 1.859356 0.048 0.011 0.069
C 4.775755 -0.907686 0.961128 0.031 0.063 -0.042
C 2.404478 -2.526191 3.302096 -0.050 -0.008 0.063
C 2.223619 -1.548386 4.440911 0.028 -0.023 0.015
C 2.763272 -3.827944 3.635004 0.015 0.011 0.038
H 3.424864 -6.856985 2.191084 -0.004 0.011 -0.010
H 2.618508 -6.652279 3.746297 -0.008 0.016 0.005
H 4.310800 -6.213191 3.571810 0.002 0.007 0.002
H 2.848915 -5.209866 0.579739 0.011 -0.001 0.002
H 2.150973 -3.887745 -1.026400 0.042 0.012 -0.010
H 2.883199 -2.274204 -0.927710 -0.029 -0.020 -0.013
H 1.158344 -2.477555 -0.664935 -0.013 -0.025 0.067
H 3.785053 0.197744 -1.567123 0.020 -0.021 -0.001
H 5.184875 2.145982 -2.098733 0.011 0.007 0.002
H 4.582033 4.390839 -1.225852 0.003 0.011 -0.004
H 2.566877 4.631114 0.202707 0.002 -0.005 0.008
H 1.188766 2.657442 0.730848 -0.022 0.020 -0.014
H 0.886544 1.685154 3.344165 0.036 -0.069 -0.014
H 1.685096 3.150337 3.938159 0.017 0.008 -0.012
H 1.709317 1.676726 4.889227 0.014 -0.011 0.001
H 4.064777 3.206347 4.330707 0.009 0.002 0.005
H 6.399069 3.632579 4.340268 -0.012 -0.005 0.005
H 7.088930 3.429577 2.730869 -0.008 -0.005 -0.020
H 7.442925 2.253844 3.987233 -0.007 -0.010 -0.001
H 6.582380 0.761166 1.911466 0.008 0.011 0.003
H 5.703682 -0.755550 0.410345 0.017 0.000 -0.016
H 3.972469 -1.068707 0.246552 0.031 0.061 0.036
H 4.872895 -1.825754 1.544620 0.025 0.022 0.010
H 1.336603 -0.922370 4.314857 -0.001 0.016 -0.022
H 3.078047 -0.875574 4.538862 -0.004 -0.026 -0.025
H 2.111233 -2.088184 5.380154 0.015 -0.009 0.006
H 2.899217 -4.076393 4.682709 0.004 -0.004 -0.001
```
Positions in Å, forces in eV/Å.

For the LUMO energy, the calculation gives -1.74 eV. The HOMO energy is -9.6 eV. As for the total charge: +1.



# 2
Molecular formula: C6H14N2O2
Method: DFT, ωB97M-V/def2-TZVPD

The geometry in XYZ format:
```
24
Properties=species:S:1:pos:R:3:forces:R:3
C 0.146286 2.273130 1.785645 -0.538 2.506 -0.596
C 1.985051 -0.965797 2.025970 0.524 -0.724 0.177
C 1.351221 1.416855 1.681747 0.433 -1.685 0.608
O 2.448903 1.671951 1.238166 -0.327 0.737 -0.384
N 1.061902 0.136151 2.095347 -0.642 -0.325 -0.263
H -0.641571 1.998395 2.480684 0.118 -0.487 -0.049
H 0.226583 0.007566 2.644416 0.106 -0.017 -0.039
H 2.524089 -1.113666 2.967881 0.080 0.096 -0.216
H 0.351659 3.330378 1.991903 0.591 -0.292 0.424
H -0.274167 2.441542 0.789111 -0.220 -0.619 -0.125
H 1.511712 -1.919460 1.778549 -0.516 0.163 0.282
H 2.693600 -0.855480 1.214563 0.273 0.595 0.066
C 0.052619 0.401945 -3.027064 -1.797 0.076 -0.024
C -2.208115 -1.741730 -0.718384 -0.547 -0.819 0.798
C -1.571603 -1.247163 -1.981084 -2.099 0.655 1.095
O -2.123325 -1.450391 -3.036046 1.021 0.115 -0.664
N -0.547169 -0.280400 -1.892647 1.394 0.271 -0.437
H -0.076758 -0.167473 -0.989737 -0.175 -0.010 0.123
H 0.024466 1.498070 -2.883124 0.348 -0.336 0.464
H -3.226301 -1.332925 -0.613449 0.265 0.018 -0.666
H 1.080959 0.052536 -3.136613 0.084 0.038 -0.146
H -0.635760 0.222836 -3.860052 0.688 -0.311 -0.166
H -2.346602 -2.824480 -0.831570 0.062 0.217 0.058
H -1.807677 -1.552387 0.275789 0.873 0.136 -0.321
```
Positions in Å, forces in eV/Å.

For the LUMO energy (spin up / spin down), the calculation gives -3.92 / -9.24 eV. The HOMO energy (spin up / spin down) is -12.7 / -12.7 eV. The spin multiplicity is 2. As for the total charge: +1.



# 3
Molecular formula: C3H3O3S
Method: DFT, ωB97M-V/def2-TZVPD

The geometry in XYZ format:
```
10
Properties=species:S:1:pos:R:3:forces:R:3
C -0.761638 1.775380 0.369509 1.151 0.071 -0.828
C -1.403863 0.553169 0.448958 0.516 -0.874 0.064
C -0.427362 -0.398032 0.410477 1.111 1.527 -1.590
O 0.667865 -1.813709 -1.344685 -0.535 0.550 -0.191
O 1.274164 0.592211 -1.484340 -0.562 -1.207 0.808
O 2.059218 -0.864895 0.313744 1.542 0.265 1.724
S 1.029979 -0.588908 -0.627379 -0.385 -0.241 -2.245
H 0.134528 1.644492 -0.366578 -1.568 0.652 0.975
H -2.176615 0.191445 1.093681 -1.349 0.863 0.224
H -0.396278 -1.091152 1.186614 0.079 -1.608 1.059
```
Positions in Å, forces in eV/Å.

For the LUMO energy (spin up / spin down), the calculation gives 3.46 / 3.46 eV. The HOMO energy (spin up / spin down) is -4.5 / -4.5 eV. As for the total charge: -1.



# 4
Molecular formula: C34H39N5OZn
Method: DFT, ωB97M-V/def2-TZVPD

The geometry in XYZ format:
```
80
Properties=species:S:1:pos:R:3:forces:R:3
Zn -0.566755 0.709672 -0.709582 0.162 0.622 0.982
N -0.527509 5.150566 2.188280 -0.486 1.279 -0.823
N -3.423153 0.585442 -0.436926 0.729 0.558 0.532
C 1.251467 -1.287536 1.925711 -0.175 1.008 0.195
C 0.634875 -0.715745 3.073676 0.943 0.823 -0.734
C 1.255340 0.539244 3.318983 0.402 -1.100 -0.821
C 0.865780 1.538599 4.323285 -0.233 0.104 0.505
H 0.201167 1.093439 5.071449 0.009 0.144 0.133
H 0.349494 2.392936 3.796078 0.281 -0.235 0.515
H 1.746711 1.956353 4.831104 -0.169 0.123 0.035
C 2.238854 0.751918 2.318686 -0.447 -1.513 0.207
C 3.026391 1.987512 2.185038 0.503 0.561 -0.009
H 3.741101 2.113756 3.015684 0.091 0.063 -0.132
H 2.334477 2.845286 2.195132 0.404 -0.107 0.085
H 3.576512 2.002669 1.238981 0.139 0.066 0.066
C 2.266588 -0.395700 1.474937 -1.026 0.869 0.658
C 3.173652 -0.593805 0.323772 0.402 -0.144 -0.219
H 3.385957 0.348342 -0.197453 0.009 -0.132 0.000
H 2.752390 -1.294335 -0.407924 0.095 0.029 -0.047
H 4.137116 -1.011634 0.657142 0.079 -0.003 -0.253
C -0.448388 -1.305597 3.883728 -0.249 -0.206 0.289
H -0.040714 -1.889505 4.723385 -0.239 -0.099 0.094
H -1.072091 -1.978079 3.283570 -0.077 -0.030 0.087
H -1.093559 -0.524241 4.302216 -0.047 -0.163 0.009
C 0.893025 -2.583961 1.311199 0.014 -0.453 -0.015
H 1.154611 -2.606225 0.246424 -0.039 -0.132 0.047
H -0.184453 -2.771135 1.393228 0.065 -0.137 -0.054
H 1.411861 -3.424531 1.798809 -0.079 -0.201 -0.139
C -0.831978 6.226712 1.492339 -0.417 -0.559 -0.054
H -0.668637 7.192721 1.990451 -0.104 -0.235 -0.119
C -1.356319 6.213309 0.168708 0.350 0.262 -0.033
H -1.486188 7.165050 -0.350776 -0.064 -0.305 0.049
C -1.618349 4.978817 -0.442195 -0.044 0.059 0.183
H -2.051568 4.925343 -1.447479 0.137 0.035 0.347
C -1.326534 3.821297 0.261573 0.360 0.287 0.356
H -1.568478 2.821490 -0.119820 0.019 0.440 0.048
C -0.648130 3.924536 1.535623 0.600 -0.249 0.193
C 0.223843 2.971397 2.053284 -0.957 0.191 -0.881
H 0.083992 1.929402 1.722510 -0.161 -0.297 -0.194
C -2.369886 -0.218098 -0.566008 -1.435 -0.513 0.062
C -4.571278 -0.148818 -0.263940 0.894 -0.248 -0.832
H -5.529642 0.310889 -0.104664 -0.097 0.057 -0.051
C -4.265969 -1.462746 -0.416885 0.086 0.128 0.500
H -4.915390 -2.317095 -0.369306 0.162 -0.129 -0.157
N -2.889423 -1.550663 -0.552424 0.302 1.022 0.002
C -2.211389 -2.782541 -0.678689 0.044 -0.722 -0.157
C -2.596464 -3.867057 0.146659 0.549 0.114 -0.608
C -2.115064 -5.134346 -0.179407 0.222 0.220 -0.122
H -2.479884 -5.995278 0.376595 0.144 0.116 0.099
C -1.168884 -5.334479 -1.178525 -0.156 0.113 -0.013
C -0.673788 -6.720673 -1.473785 0.108 -0.292 -0.087
H 0.374207 -6.701806 -1.794885 -0.173 -0.054 0.075
H -1.258614 -7.196811 -2.274681 0.114 0.118 0.119
H -0.758036 -7.361876 -0.587258 0.085 0.121 -0.180
C -0.713770 -4.235699 -1.900064 -0.342 -0.065 0.287
H 0.039087 -4.387328 -2.670918 -0.067 0.133 0.094
C -1.249916 -2.962611 -1.693387 -0.205 -0.423 0.419
C -0.789459 -1.851575 -2.572411 0.664 0.393 -0.401
H -1.605466 -1.386657 -3.134564 0.064 0.052 0.190
H -0.043011 -2.221512 -3.287111 -0.245 0.052 0.081
H -0.265938 -1.056948 -2.010202 -0.265 -0.524 -0.307
C -3.425502 -3.744429 1.386635 -0.503 -0.327 0.530
H -4.457769 -3.442654 1.192351 0.204 0.083 0.157
H -2.998016 -3.071727 2.145349 -0.053 0.032 -0.442
H -3.483131 -4.737612 1.854383 0.050 0.230 -0.058
N 3.390222 2.062122 -5.500696 0.241 -0.081 -0.545
C 2.655613 1.305902 -4.615923 -0.306 0.488 1.486
O 2.302425 0.160742 -4.864550 0.244 -0.151 -0.588
C 2.247606 2.006431 -3.357064 -0.334 -2.556 -0.002
C 2.411553 3.381956 -3.124496 -0.014 1.550 0.106
C 2.062024 3.884646 -1.876180 0.032 -0.739 0.049
C 1.485163 3.031101 -0.929668 -0.693 2.000 0.098
N 0.998359 1.814252 -1.300548 0.526 -2.773 -0.552
C 1.580479 1.226861 -2.402060 -0.005 1.458 -0.359
H 3.751029 1.574564 -6.306937 -0.080 -0.019 0.160
H 3.916904 2.866738 -5.196558 -0.228 -0.203 0.176
H 2.803100 4.036491 -3.905068 -0.234 -0.059 0.203
H 2.196270 4.934697 -1.624010 0.240 -0.147 0.079
H 1.371814 3.350056 0.111079 -0.350 -0.184 -0.228
H 1.457433 0.139814 -2.493011 0.031 0.508 -0.370
```
Positions in Å, forces in eV/Å.

For the LUMO energy (spin up / spin down), the calculation gives 4.03 / 4.03 eV. The HOMO energy (spin up / spin down) is 1.3 / 1.4 eV. As for the total charge: -2.



The calculation returns the following electronic energy values, one per record and in order: -6580.42835; -496.67050; -739.92269; -3447.06111 Eh.
The calculation returns the following energy above the lowest of the compared OMol25 structures with the same formula, charge and spin values, one per record and in order: 24.2; 38.5; 95.7; 68.8 kcal/mol.
The calculation returns the following strongest force on any atom values, one per record and in order: 0.89; 2.63; 2.47; 2.88 eV/Å.